Here is an isolated molecule of C17H16N4O4 from OMol25. Energies are from ωB97M-V/def2-TZVPD.

Each line ends with the natural charge from an NBO analysis.
Cartesian coordinates (Å):
C: -5.07529 0.53060 -1.87899  -0.64
C: -4.23535 1.63334 -2.51353  -0.06
O: -3.39283 2.28198 -1.57686  -0.50
C: -2.43284 1.59230 -0.89634  0.24
C: -2.12574 2.10639 0.35974  -0.23
C: -1.14637 1.55264 1.15937  -0.20
C: -0.44658 0.44681 0.71196  -0.03
C: 0.65292 -0.17763 1.55181  -0.23
C: 0.54275 -1.68619 1.57338  -0.34
C: -0.45181 -2.27263 2.36320  0.29
N: -1.25176 -2.76978 3.02299  -0.34
C: 1.33465 -2.46676 0.80020  0.57
N: 1.19053 -3.81458 0.63936  -0.80
O: 2.36538 -1.98434 0.04351  -0.45
C: 2.70693 -0.68206 0.20268  0.51
N: 3.85844 -0.36101 -0.44596  -0.49
C: 4.27638 0.84738 -0.32693  0.31
N: 3.66106 1.78658 0.41387  -0.58
C: 2.46638 1.54671 1.11973  0.64
O: 1.97124 2.42730 1.78583  -0.60
C: 1.97997 0.19777 0.94854  -0.21
C: -0.72721 -0.06976 -0.54625  -0.31
C: -1.70136 0.48286 -1.36444  0.30
O: -1.97724 0.00171 -2.62100  -0.52
C: -1.32209 -1.16156 -3.05973  -0.25
H: -5.77753 0.13880 -2.60966  0.21
H: -4.43978 -0.28092 -1.53330  0.21
H: -5.62867 0.92370 -1.02915  0.21
H: -4.88196 2.43817 -2.87533  0.18
H: -3.65745 1.23718 -3.35329  0.19
H: -2.68680 2.96545 0.69165  0.23
H: -0.92603 1.98158 2.12354  0.22
H: 0.58614 0.23236 2.56565  0.25
H: 0.60581 -4.29591 1.30199  0.41
H: 1.98766 -4.31002 0.27562  0.41
H: 5.18205 1.12539 -0.84799  0.20
H: 4.03358 2.72598 0.48948  0.43
H: -0.16310 -0.92122 -0.89487  0.21
H: -1.51222 -2.00946 -2.39327  0.18
H: -0.24213 -1.00730 -3.15580  0.18
H: -1.74015 -1.37629 -4.04246  0.20

Calculated values
Maximum force   1.265 eV/Å
Molar mass   340.34 u
Kohn-Sham gap   8.295 eV
SMILES string   CCOc1ccc([C@H]2C(C#N)=C(N)Oc3nc[nH]c(=O)c32)cc1OC
Relative energy (zero: lowest compared OMol25 entry of this formula, charge and spin)   0.0 kJ/mol


Here is a structure of composition C15H22BN12Rb from OMol25. Energies are from ωB97M-V/def2-TZVPD.

Each line ends with the natural charge from an NBO analysis.
Cartesian coordinates (Å):
Rb: 0.71863 -0.23330 -1.07801  0.93
C: 0.99619 4.75547 -0.56171  -0.37
C: 0.51570 3.58912 -1.17461  -0.06
N: 1.05197 2.49789 -0.64012  -0.33
N: 1.88945 2.93731 0.32605  -0.33
C: 1.87308 4.28248 0.38963  -0.02
B: 2.74071 2.01105 1.23239  0.57
N: 3.75234 1.16581 0.41829  -0.33
C: 5.09169 1.22084 0.54843  -0.02
C: 5.65457 0.32198 -0.33055  -0.37
C: 4.54603 -0.24904 -0.97209  -0.06
N: 3.40417 0.25843 -0.52164  -0.33
N: 1.84981 1.12492 2.14819  -0.33
C: 1.82682 1.18354 3.49314  -0.02
C: 0.91147 0.26427 3.95797  -0.37
C: 0.41173 -0.32121 2.78629  -0.07
N: 0.97799 0.19396 1.70042  -0.33
H: 0.74810 5.77980 -0.77999  0.22
H: -0.19500 3.49408 -1.98268  0.19
H: 2.48673 4.80063 1.10774  0.22
H: 3.38423 2.72666 1.96337  -0.06
H: 5.54207 1.89566 1.25730  0.22
H: 6.69936 0.11425 -0.48392  0.22
H: 4.52765 -1.00640 -1.74216  0.19
H: 2.46344 1.87634 4.01781  0.22
H: 0.64721 0.05402 4.97993  0.22
H: -0.34185 -1.08929 2.68391  0.19
C: -5.16939 -1.18347 0.01585  -0.59
C: -4.66243 -0.02779 -0.85450  -0.16
C: -5.44920 0.03320 -2.16875  -0.59
C: -4.77059 1.30242 -0.10045  -0.59
C: -3.22984 -0.25914 -1.15691  0.35
N: -2.10725 -0.40696 -1.34815  -0.39
H: -6.22329 -1.01613 0.24279  0.22
H: -4.61915 -1.24025 0.95513  0.22
H: -5.07505 -2.13894 -0.50037  0.22
H: -6.50186 0.20471 -1.93947  0.22
H: -5.36464 -0.90058 -2.72481  0.22
H: -5.09730 0.84741 -2.80221  0.22
H: -5.82000 1.49055 0.13174  0.21
H: -4.39541 2.12979 -0.70254  0.22
H: -4.20819 1.27489 0.83266  0.23
N: 1.47338 -6.19102 -2.22421  -0.59
N: 1.09299 -5.08360 -1.46479  0.17
N: 1.02532 -5.12851 -0.15967  -0.27
C: 0.71335 -3.86288 0.10956  0.11
N: 0.65031 -3.10517 -0.99090  -0.31
N: 0.89258 -3.92100 -2.00495  -0.07
H: 0.96453 -6.97805 -1.83419  0.38
H: 1.13986 -5.99872 -3.16351  0.38
H: 0.56698 -3.49004 1.10928  0.22

Calculated values
Maximum force   0.583 eV/Å
Molar mass   466.70 u
Kohn-Sham gap   8.260 eV
Relative energy (zero: lowest compared OMol25 entry of this formula, charge and spin)   0.0 kJ/mol


Here is an isolated molecule of C14H15NO4S from OMol25. Energies are from ωB97M-V/def2-TZVPD.

Each line ends with the natural charge from an NBO analysis.
Cartesian coordinates (Å):
C: -4.21225 5.59464 0.01177  -0.72
C: -3.46120 4.32488 0.32910  0.43
O: -3.78208 3.64119 1.28163  -0.55
S: -2.16707 3.82386 -0.82514  0.15
C: -1.17605 2.68023 0.27025  -0.49
C: 0.07667 2.20195 -0.45780  -0.51
C: 1.10526 1.65733 0.53333  0.70
O: 1.69270 2.44171 1.25185  -0.61
N: 1.46833 0.30589 0.59015  -0.44
C: 0.80449 -0.75085 -0.18436  -0.24
C: 1.35572 -2.01721 0.40385  0.05
C: 0.99056 -3.34821 0.13682  -0.23
C: 1.62164 -4.42535 0.84201  -0.20
C: 2.58421 -4.14758 1.80992  -0.21
C: 2.97493 -2.79544 2.04156  -0.18
C: 2.37600 -1.74855 1.33596  -0.06
C: 2.50458 -0.24499 1.46790  -0.15
C: 3.92633 0.14321 0.96023  0.79
O: 4.79538 0.13823 1.79866  -0.59
O: 4.11707 0.54010 -0.33043  -0.67
H: -5.01157 5.77780 0.72006  0.24
H: -4.58310 5.58568 -1.02806  0.24
H: -3.55673 6.48669 0.03561  0.24
H: -1.80083 1.80742 0.55420  0.23
H: -0.94229 3.25224 1.19597  0.25
H: -0.18783 1.48416 -1.24446  0.22
H: 0.52674 3.08383 -0.96419  0.25
H: -0.29522 -0.66380 -0.05599  0.20
H: 0.99400 -0.66800 -1.25585  0.21
H: 0.21017 -3.54589 -0.63294  0.22
H: 1.34814 -5.48243 0.63036  0.22
H: 3.05937 -4.99701 2.27073  0.22
H: 3.74109 -2.54732 2.78524  0.23
H: 2.37804 0.09297 2.51580  0.26
H: 5.04600 0.83984 -0.27254  0.50

Calculated values
Maximum force   1.912 eV/Å
Molar mass   293.34 u
Kohn-Sham gap   9.748 eV
SMILES string   CC(=O)SCCC(=O)N1Cc2ccccc2[C@H]1C(=O)O
Relative energy (zero: lowest compared OMol25 entry of this formula, charge and spin)   53.5 kJ/mol